# C4H13N4O

A cluster of 2 separate species, C4H13N4O in total in a non-equilibrium geometry (ωB97M-V/def2-TZVPD, OMol25).

Atoms and positions in Å:
C -2.83015 0.96837 0.76942
C -0.78616 -0.34170 1.05768
N -0.58895 0.10308 2.35678
N -1.65639 0.27188 0.26837
N -0.25143 -1.54257 0.86960
H -0.83663 1.08104 2.54457
H 0.19603 0.04670 2.99416
H -1.59768 0.20522 -0.72860
H -0.67552 -2.23334 0.26702
H 0.64736 -1.86639 1.18870
H -2.77116 1.40678 1.74447
H -3.67084 0.24887 0.77954
H -3.03625 1.81459 0.09242
C 1.78310 -0.63640 -2.61894
C 1.49299 0.25266 -1.34973
O 0.34897 0.07381 -0.93360
N 2.45532 0.74017 -0.53743
H 2.11263 1.40232 0.14968
H 3.37258 1.00875 -0.86551
H 0.81971 -0.87596 -3.01199
H 2.37504 -1.52345 -2.17667
H 2.48828 -0.12674 -3.28199

Cartesian forces, eV/Å:
C -1.04 0.14 -0.95
C 0.53 -0.53 2.85
N -0.74 3.01 -0.23
N -0.75 -0.07 1.62
N -0.17 -1.56 -1.12
H -0.47 -0.41 -0.75
H 0.36 -1.72 -0.71
H 0.37 -0.58 -0.11
H -0.09 0.63 -0.43
H -0.05 0.61 0.55
H 0.50 -0.04 0.58
H 0.19 0.58 -0.06
H -0.11 -0.53 0.18
C 2.66 0.94 2.34
C -0.68 -3.43 -1.07
O 1.13 1.80 -0.73
N 0.27 1.21 -0.01
H -0.03 -0.28 0.09
H -0.12 -0.29 -0.39
H -0.19 -0.30 -0.48
H -1.19 1.06 -0.86
H -0.39 -0.24 -0.33

Output
Energy   -12360.548 eV
Maximum force   3.7 eV Å⁻¹
Lowest unoccupied orbital energy   -2.75 eV
Total charge   +1

# C4H7FO

An isolated molecule of C4H7FO in a non-equilibrium geometry (ωB97M-V/def2-TZVPD, OMol25).

Atoms and positions in Å:
C 0.19852 1.68282 -0.64344
C -0.24275 0.23109 -0.56814
F -0.22654 -0.57775 -1.68934
C 0.53228 -0.60624 0.50232
C -0.39269 -1.82844 0.87619
O -1.58830 -1.73752 0.89843
H -0.37137 2.25945 -1.33961
H 0.00121 2.25787 0.31423
H 1.30065 1.74033 -0.85959
H -1.31415 0.21278 -0.20896
H 0.55571 0.03931 1.39817
H 1.40758 -0.94820 0.02158
H 0.13983 -2.72549 1.29817

Cartesian forces, eV/Å:
C 1.40 0.12 0.46
C -1.63 -0.65 2.93
F 0.37 0.78 -0.94
C -3.31 0.38 -0.51
C 0.99 0.96 0.80
O 0.14 -0.38 -0.14
H -0.19 0.13 -0.94
H 0.31 -1.23 -0.71
H -1.01 0.21 0.05
H 0.95 0.14 -0.54
H 0.82 -0.57 -0.19
H 1.50 -0.17 0.21
H -0.33 0.26 -0.48

Output
Energy   -9025.556 eV
Maximum force   3.4 eV Å⁻¹
Lowest unoccupied orbital energy   0.94 eV
Total charge   0

# C30H48BO14Si

A cluster of 5 separate species, C30H48BO14Si in total in a non-equilibrium geometry (ωB97M-V/def2-TZVPD, OMol25).

Atoms and positions in Å:
C -4.67233 2.95460 -2.08251
Si -2.90029 2.32131 -2.58534
C -3.10353 0.46101 -2.97873
C -1.77106 2.61297 -1.06758
C -0.96410 1.25657 -0.64244
C 0.19109 1.57225 0.42648
C 0.48161 0.38672 1.46952
C 2.07069 0.09344 1.65216
C 2.69852 0.72952 2.98737
C 3.35669 2.17869 2.80581
C 2.31236 3.39550 2.71969
B 1.28381 3.52467 3.99733
O 1.76885 3.10647 5.33368
C 0.63690 2.39923 5.90489
C -0.62713 2.49258 4.88547
O -0.08022 3.01693 3.63330
C -2.41965 3.39309 -4.12938
C -1.84120 4.82896 -3.95709
C -1.53353 5.62404 -5.26511
C -1.78837 4.97802 -6.66476
C -2.36372 3.55120 -6.81792
C -2.68488 2.72748 -5.51628
H -5.14595 2.33332 -1.25309
H -5.32107 2.99620 -3.04135
H -4.52572 4.06560 -1.78913
H -3.71704 0.00539 -2.11356
H -3.76699 0.33950 -3.91516
H -2.13471 -0.12788 -3.07920
H -2.47351 2.81936 -0.16895
H -1.07640 3.52062 -1.16105
H -0.56381 0.77913 -1.60759
H -1.69434 0.50651 -0.16557
H 1.15466 1.75931 -0.18476
H -0.07189 2.50090 1.03274
H 0.04039 0.57523 2.51859
H 0.00729 -0.61391 1.12578
H 2.14782 -1.05758 1.77914
H 2.66785 0.32738 0.69591
H 1.91665 0.65218 3.81390
H 3.56151 0.02126 3.30271
H 3.95540 2.17983 1.81264
H 4.14985 2.34362 3.62720
H 1.72941 3.42841 1.72251
H 2.94773 4.36663 2.72130
H 1.07053 4.70259 4.10382
H 0.41337 2.92783 6.90983
H 0.85838 1.28896 6.07803
H -1.38464 3.23854 5.31239
H -1.13295 1.47855 4.64457
H -1.67658 5.26925 -2.91555
H -1.12852 6.69544 -5.17717
H -1.55510 5.59967 -7.60578
H -2.57973 3.06558 -7.82281
H -3.14068 1.67483 -5.60145
C 4.90983 -2.15859 -0.89615
C 4.49954 -2.84245 -2.16403
O 3.44753 -2.01843 -2.64523
C 3.62840 -0.78070 -2.10551
O 3.01594 0.19435 -2.43269
O 4.59525 -0.79652 -1.14684
H 5.97309 -2.27862 -0.68382
H 4.33386 -2.49944 -0.03106
H 5.30254 -2.86275 -2.90731
H 4.14861 -3.86142 -1.99370
C -4.37372 -1.29029 -7.47866
C -5.50789 -2.16875 -7.04300
O -5.00086 -2.78971 -5.87048
C -4.02511 -1.97701 -5.37599
O -3.50660 -2.11631 -4.30846
O -3.71832 -0.98341 -6.25652
H -4.71679 -0.38068 -7.97422
H -3.67036 -1.80955 -8.13625
H -6.40346 -1.59723 -6.78162
H -5.77043 -2.91453 -7.79498
C 2.15421 -4.39433 2.51109
C 1.45976 -4.71941 1.22469
O 2.53468 -4.82878 0.30012
C 3.65258 -5.12764 1.01726
O 4.70156 -5.45076 0.53133
O 3.42797 -5.01178 2.35253
H 1.63300 -4.79669 3.37950
H 2.29719 -3.32001 2.64970
H 0.92864 -5.67539 1.26440
H 0.76139 -3.93880 0.91939
C 0.61255 -5.16901 7.07966
C 0.58934 -3.93994 7.93778
O 1.27854 -2.98308 7.14660
C 1.17338 -3.38316 5.85039
O 1.49765 -2.71925 4.91036
O 0.64934 -4.63886 5.76232
H -0.27013 -5.79443 7.22204
H 1.50812 -5.77611 7.24165
H -0.42627 -3.57878 8.12461
H 1.09370 -4.08925 8.89367

Cartesian forces, eV/Å:
C 0.01 0.93 -0.88
Si -0.67 0.37 0.52
C -0.65 -0.41 -0.08
C 0.10 -0.61 1.35
C -0.10 0.50 0.07
C 0.13 -0.32 -0.23
C 0.58 -0.61 -0.12
C -0.59 -0.81 0.51
C 1.01 -0.52 -0.50
C -0.10 0.07 -0.87
C 1.41 0.08 -0.14
B 0.09 1.86 -1.37
O -2.03 -2.23 0.01
C -0.09 0.20 0.28
C 0.67 0.67 -0.73
O -0.37 -2.08 2.34
C 0.63 0.98 -2.51
C -0.74 -1.57 -4.49
C -1.29 -3.16 0.24
C -0.71 -1.50 2.45
C 0.44 1.14 4.00
C 1.48 4.21 -0.32
H 0.52 0.98 -1.09
H 0.76 -0.28 1.64
H -0.42 -1.78 -0.11
H 1.02 0.63 -1.24
H 1.20 0.11 1.43
H -1.41 0.76 -0.05
H 1.09 -0.03 -1.41
H -0.83 -1.39 0.10
H -0.27 0.52 1.58
H 0.86 1.13 -0.83
H -1.46 -0.09 1.12
H 0.34 -1.18 -0.90
H 0.63 0.09 -1.72
H 0.60 1.61 0.19
H -0.03 1.61 -0.16
H -0.89 -0.05 1.46
H 1.02 0.44 -1.03
H -1.29 1.01 -0.41
H -0.73 -0.33 1.43
H -1.48 -0.14 -1.02
H 0.98 -0.30 1.46
H -0.85 -1.46 -0.11
H 0.02 1.40 0.14
H 0.03 -1.07 -1.33
H -0.03 1.32 -0.01
H 0.70 -1.03 -0.52
H 0.71 1.44 0.73
H -0.22 -0.72 -1.78
H -0.67 -1.90 -0.32
H -0.41 -1.14 1.71
H 0.46 0.96 1.40
H 0.93 1.87 0.24
C 0.47 -0.30 0.72
C 0.15 -0.84 -0.26
O 0.03 0.47 0.22
C -0.59 1.03 -0.19
O 0.50 -0.80 0.22
O -0.37 0.00 -0.56
H -0.11 0.19 0.03
H 0.01 0.02 -0.07
H -0.02 0.05 0.04
H -0.11 0.16 -0.06
C 0.17 0.40 -0.71
C -0.70 -0.23 -0.34
O 0.33 0.28 0.04
C 0.65 -0.22 1.26
O -0.49 -0.16 -1.08
O -0.21 -0.32 0.27
H 0.15 0.01 0.17
H -0.04 0.00 0.06
H 0.07 0.00 -0.01
H 0.04 -0.06 0.21
C -0.43 0.48 0.66
C -0.89 0.08 -0.10
O 0.69 -0.12 0.17
C 0.68 -0.21 -0.06
O -0.72 0.27 0.22
O 0.26 -0.28 -0.86
H 0.26 0.02 -0.06
H -0.03 -0.13 0.01
H 0.07 0.02 -0.03
H 0.19 -0.06 -0.13
C -0.13 -0.82 0.19
C -0.20 0.16 0.77
O -0.02 -0.32 -0.51
C 0.40 1.03 -0.81
O -0.33 -0.63 0.84
O 0.09 0.36 0.04
H 0.06 0.07 -0.21
H -0.03 0.06 -0.01
H 0.05 -0.02 -0.04
H 0.05 0.18 -0.14

Output
Energy   -69104.285 eV
Maximum force   4.8 eV Å⁻¹
Lowest unoccupied orbital energy   1.75 eV
Total charge   -1

# C4H8O2

An isolated molecule of C4H8O2 in a non-equilibrium geometry (ωB97M-V/def2-TZVPD, OMol25).

Atoms and positions in Å:
C -0.10924 0.42907 2.03689
C 0.44691 0.29630 0.62761
O -0.28089 1.04525 -0.33083
C -0.01608 0.37518 -1.58614
C -0.13997 -1.06119 -1.27076
O 0.36443 -1.10924 0.17276
H 0.56652 -0.06964 2.72762
H -0.42094 1.40558 2.39291
H -1.14006 -0.10625 2.18519
H 1.47213 0.60235 0.56751
H 0.87073 0.81821 -1.99743
H -0.86237 0.64140 -2.36775
H 0.44566 -1.79231 -1.99970
H -1.19684 -1.47473 -1.15788

Cartesian forces, eV/Å:
C -2.43 -1.56 0.30
C -1.43 -1.08 -0.73
O -0.16 -0.55 -0.32
C -3.27 1.99 -1.19
C 0.85 -2.80 1.54
O -0.07 0.99 -1.38
H 0.10 0.24 0.12
H 0.87 0.54 -0.34
H 1.89 0.43 -0.82
H 0.88 0.10 0.12
H 0.95 -0.60 -0.21
H 1.48 -0.20 1.69
H -0.89 1.56 1.80
H 1.24 0.94 -0.60

Output
Energy   -8371.108 eV
Maximum force   4.0 eV Å⁻¹
Lowest unoccupied orbital energy   1.07 eV
Total charge   0